## w
Here is an isolated molecule of C4H6N2O3S from OMol25. Energies are from wB97M-V/def2-TZVPD.

Last column: Löwdin charge in e.
Cartesian coordinates (Å):
1 C 1.7220 -1.0056 0.5642  -0.14
2 C -1.3342 -0.6549 -0.3883  -0.65
3 C -0.4786 1.0943 0.7078  -0.34
4 C 0.7125 1.5605 -0.1393  -0.31
5 N -0.7490 -0.2894 0.7983  0.01
6 N -1.7328 -2.0065 -0.2937  0.13
7 O 2.0740 -2.0799 0.6504  0.20
8 O -1.5516 0.0688 -1.3692  0.00
9 O 2.9498 0.5526 -1.1876  -0.48
10 S 2.3476 0.7926 0.1549  1.02
11 H -0.3771 1.3676 1.8397  0.13
12 H -1.4517 1.6160 0.2857  0.16
13 H 0.3354 1.4707 -1.0905  0.06
14 H 0.9605 2.5745 -0.0796  0.07
15 H -1.8758 -2.3632 0.5766  0.03
16 H -1.5508 -2.6981 -1.0295  0.10

Calculated values
HOMO level (spin up / spin down) in eV: -8.43 / -8.75
Multiplicity: 1

---

## x
Here is a cluster of 2 separate species, C4H6N2O3S in total from OMol25. Energies are from wB97M-V/def2-TZVPD.

Last column: Löwdin charge in e.
Cartesian coordinates (Å):
1 C -1.1124 1.2900 0.3408  -0.18
2 C -0.2882 2.3112 0.2461  -0.15
3 C 0.5308 -0.3551 -0.0089  -0.24
4 C 2.1681 -2.0741 -0.1162  -0.03
5 N -0.6617 -0.0452 0.2702  0.02
6 N 0.5767 3.1865 0.0771  0.13
7 O -3.3256 -0.6307 1.2922  -0.45
8 O -3.3399 -0.0581 -1.1182  -0.45
9 O 0.7723 -1.6398 -0.0339  -0.07
10 S -3.0036 -1.0161 -0.0734  0.87
11 H -2.0841 1.5667 0.5581  0.07
12 H 1.3372 0.2935 -0.1861  0.13
13 H 2.7024 -1.2502 0.2411  0.05
14 H 2.5916 -2.2129 -1.1474  0.10
15 H 2.3671 -3.0185 0.4932  0.12
16 H 0.7693 3.6529 -0.8344  0.09

Calculated values
HOMO level in eV: -8.37
Multiplicity: 1

---

Stability comparison, relative energies in eV: w 1.182; x 0.000

---

## w
Here is an isolated molecule of C5H4S3 from OMol25. Energies are from wB97M-V/def2-TZVPD.

Last column: Löwdin charge in e.
Cartesian coordinates (Å):
1 S -3.3502 -0.5008 -0.1677  0.67
2 C -1.7861 -0.0972 -0.1516  -1.02
3 C -1.3593 1.3954 0.0520  -0.25
4 C -0.1129 1.7188 0.0211  -0.18
5 C 0.8695 0.6212 0.0567  -0.59
6 C 2.1363 0.7425 -0.0496  -0.58
7 S 3.4194 -0.5014 -0.1584  0.71
8 S -0.1555 -0.9714 0.2940  0.86
9 H -2.2966 2.1099 0.3752  0.15
10 H 0.2885 2.8620 0.4372  0.20
11 H 2.4973 1.8077 -0.1901  0.10
12 H 2.4052 -1.4868 0.3202  -0.07

Calculated values
SMILES string: S=C1C=C/C(=C/S)S1
HOMO level in eV: -8.70
Multiplicity: 1

---

## x
Here is an isolated molecule of C5H4S3 from OMol25. Energies are from wB97M-V/def2-TZVPD.

Last column: Löwdin charge in e.
Cartesian coordinates (Å):
1 S 3.1849 -1.5953 0.0548  0.73
2 C 2.3192 -0.2532 -0.0056  -0.72
3 C 0.9109 -0.2194 -0.1456  -0.64
4 C 0.1154 0.8681 -0.1020  -0.09
5 C -1.3697 0.5928 -0.0120  -0.26
6 C -1.6496 -0.8873 -0.0364  -1.11
7 S -3.0901 -1.5996 0.0566  0.67
8 S -0.0550 -1.7021 -0.2017  0.95
9 H 2.7679 0.7475 0.1705  0.08
10 H 0.4755 1.8508 -0.0502  0.10
11 H -1.9595 1.2399 -0.7579  0.15
12 H -1.6499 0.9577 1.0294  0.15

Calculated values
SMILES string: S=CC1=CCC(=S)S1
HOMO level in eV: -8.78
Multiplicity: 1

---

Stability comparison, relative energies in eV: w 1.831; x 0.000

---

## w
Here is a structure of composition C4H14N3S from OMol25. Energies are from wB97M-V/def2-TZVPD.

Last column: Löwdin charge in e.
Cartesian coordinates (Å):
1 C 0.1517 1.0527 2.2249  -0.16
2 C 0.0518 -0.4497 2.1431  -0.49
3 S -1.0495 -1.0544 0.7983  0.86
4 C -0.6375 -2.8144 0.7414  -0.35
5 H 0.6806 1.3483 3.1313  0.09
6 H -0.8490 1.5040 2.2539  0.08
7 H 0.6312 1.4773 1.3390  0.06
8 H -0.2902 -0.8816 3.0811  0.08
9 H 1.0479 -0.8675 1.9516  0.08
10 H 0.4311 -3.0311 0.6919  0.05
11 H -1.0114 -3.3621 1.6083  0.05
12 H -1.1265 -3.1866 -0.1598  0.04
13 N 0.9957 1.6894 -2.8780  0.19
14 C 0.2164 1.0000 -2.0140  -0.50
15 N 0.5705 -0.1368 -1.4711  0.14
16 N -0.9643 1.5624 -1.6801  0.19
17 H 0.4768 2.3344 -3.4486  0.12
18 H 1.7917 1.2332 -3.2942  0.13
19 H -0.0359 -0.5764 -0.5999  -0.02
20 H 1.4685 -0.5358 -1.6958  0.12
21 H -1.4329 1.1510 -0.8901  0.08
22 H -1.1166 2.5437 -1.8331  0.13

Calculated values
Total charge: +1
HOMO level in eV: -12.97
Multiplicity: 1

---

## x
Here is a cluster of 2 separate species, C4H14N3S in total from OMol25. Energies are from wB97M-V/def2-TZVPD.

Last column: Löwdin charge in e.
Cartesian coordinates (Å):
1 C 2.4116 1.0523 0.7308  -0.45
2 C 1.0195 3.5706 1.0946  -0.43
3 S 2.6868 2.8437 0.9285  0.75
4 H 3.0682 0.7260 -0.0528  0.01
5 H 2.4817 0.4383 1.6207  0.03
6 H 1.5038 0.9115 0.0993  0.02
7 H 0.5668 3.4256 0.1029  0.02
8 H 1.3975 4.6097 1.0107  0.02
9 H 0.3113 3.5015 1.8882  0.03
10 C -2.2113 -1.1751 0.8156  -0.03
11 C -0.7997 -1.9583 -1.1082  -0.43
12 N -1.1408 -2.0106 0.2145  0.05
13 N -1.5292 -1.1973 -1.8911  0.24
14 N 0.4022 -2.4242 -1.4691  0.21
15 H -0.8955 -2.8184 0.7594  0.15
16 H -2.3873 -0.8734 -1.4746  0.11
17 H -1.1815 -0.9722 -2.8178  0.15
18 H 0.6153 -2.6587 -2.4240  0.13
19 H 1.1435 -2.4324 -0.7885  0.13
20 H -3.1050 -1.0773 0.1653  0.09
21 H -1.8446 -0.1150 0.7676  0.11
22 H -2.5133 -1.3662 1.8282  0.10

Calculated values
Total charge: +1
HOMO level in eV: -10.93
Multiplicity: 1

---

Stability comparison, relative energies in eV: w 0.000; x 1.555